1.
This record from the OMol25 dataset describes an isolated molecule of C5H7NO in a non-equilibrium geometry. The level of theory is wB97M-V/def2-TZVPD.

Structure (XYZ):
```
14
Properties=species:S:1:pos:R:3
C 0.209 0.679 1.352
C 0.805 2.048 -1.565
C -0.244 -1.133 -0.217
C -0.379 -1.585 1.214
C -0.066 0.421 -0.121
N -0.180 -0.330 1.999
O 0.947 0.886 -0.962
H -0.111 2.605 -1.431
H 1.653 2.602 -1.791
H 0.747 -1.467 -0.650
H -1.108 -1.292 -0.827
H -1.448 -1.936 1.508
H 0.287 -2.311 1.655
H -1.112 0.813 -0.164
```

For the highest occupied orbital energy (spin up / spin down), the calculation gives -8.84 / -7.48 eV. The spin multiplicity is 1. Its HOMO-LUMO gap (spin up / spin down) is 9.535 / 6.488 eV.


2.
This record from the OMol25 dataset describes an isolated molecule of C5H9O5 in a non-equilibrium geometry. The level of theory is wB97M-V/def2-TZVPD.

Structure (XYZ):
```
19
Properties=species:S:1:pos:R:3
H -0.718 -1.642 -0.655
C -0.174 -0.965 -0.002
C -1.217 -0.216 0.779
O -2.236 0.323 -0.004
O -0.792 0.755 1.659
O -0.077 0.149 2.793
C 0.567 0.042 -0.735
C 1.945 0.200 -0.349
C 0.068 0.422 -2.050
O 0.801 -1.705 0.715
O 2.113 -1.027 0.190
H -1.724 -0.906 1.407
H -2.880 0.877 0.496
H -0.334 0.816 3.463
H 2.573 0.467 -1.256
H 2.323 0.739 0.572
H -0.895 -0.131 -2.214
H -0.137 1.496 -1.906
H 0.792 0.305 -2.902
```

Its expectation value of S² is 0.75. For the highest occupied orbital energy (spin up / spin down), the calculation gives -7.55 / -9.33 eV. The spin multiplicity is 2. Its HOMO-LUMO gap (spin up / spin down) is 8.176 / 9.677 eV.


3.
This record from the OMol25 dataset describes a cluster of 2 separate species, C6H12F3P in total in a non-equilibrium geometry. The level of theory is wB97M-V/def2-TZVPD.

Structure (XYZ):
```
22
Properties=species:S:1:pos:R:3
C 0.071 -2.215 1.483
C -1.245 -2.768 1.100
C 1.938 -0.217 1.822
C -0.068 -0.412 -0.355
C 0.443 2.278 -2.042
C -0.869 2.911 -2.054
F -1.367 3.317 -3.193
F -0.885 4.022 -1.304
F -1.753 2.035 -1.518
P 1.227 -1.332 0.517
H 0.596 -2.347 2.531
H -1.093 -3.929 0.954
H -2.024 -2.504 1.910
H -1.693 -2.480 0.135
H 1.026 0.292 2.113
H 2.174 -0.878 2.570
H 2.643 0.459 1.335
H -0.712 0.265 0.339
H 0.481 0.283 -1.108
H -0.671 -1.086 -0.775
H 1.274 2.720 -1.610
H 0.507 1.587 -2.851
```

For the highest occupied orbital energy (spin up / spin down), the calculation gives -8.68 / -6.91 eV. The spin multiplicity is 1. Its HOMO-LUMO gap (spin up / spin down) is 8.906 / 5.913 eV.


4.
This record from the OMol25 dataset describes the ion C6H12N with charge +1 in a non-equilibrium geometry. The level of theory is wB97M-V/def2-TZVPD.

Structure (XYZ):
```
19
Properties=species:S:1:pos:R:3
C 0.838 1.996 0.000
C -0.368 -1.231 -0.193
C 0.918 -0.428 -0.521
C -1.450 -0.263 -0.540
C 2.104 -0.749 0.363
C -2.392 0.278 0.413
N 0.376 0.924 -0.425
H 0.206 2.873 -0.019
H 1.849 2.122 0.378
H -0.435 -2.142 -0.792
H -0.387 -1.502 0.864
H 1.174 -0.558 -1.579
H -1.614 -0.079 -1.593
H 2.966 -0.134 0.123
H 2.390 -1.786 0.209
H 1.850 -0.614 1.412
H -3.388 -0.117 0.182
H -2.498 1.358 0.271
H -2.139 0.051 1.446
```

For the highest occupied orbital energy, the calculation gives -14.63 eV. The spin multiplicity is 1. As for the charge: +1. Its HOMO-LUMO gap is 9.465 eV.


5.
This record from the OMol25 dataset describes a structure of composition C12H32N6Pt in a non-equilibrium geometry. The level of theory is wB97M-V/def2-TZVPD.

Structure (XYZ):
```
51
Properties=species:S:1:pos:R:3
Pt 0.110 -0.351 -0.077
N 0.261 -2.680 5.083
C -0.030 -1.527 4.127
C 1.124 -1.236 3.177
C 1.331 -2.262 2.041
N 1.649 -1.505 0.777
C 0.130 -3.176 1.819
C -1.204 -2.453 2.003
N -1.407 -1.528 0.830
C -1.336 -1.724 3.354
H 1.125 -2.510 5.612
H 0.355 -3.593 4.632
H -0.489 -2.769 5.779
H -0.144 -0.679 4.802
H 2.055 -1.064 3.720
H 0.857 -0.269 2.736
H 2.211 -2.867 2.263
H 2.065 -2.146 0.100
H 2.408 -0.867 1.027
H 0.177 -4.032 2.495
H 0.179 -3.630 0.825
H -1.999 -3.198 1.931
H -2.260 -0.993 0.997
H -1.620 -2.134 0.036
H -2.082 -2.226 3.973
H -1.740 -0.722 3.190
N -0.745 3.283 -5.059
C -0.169 2.974 -3.695
C -1.281 2.898 -2.642
C -0.704 2.419 -1.283
N -1.278 1.062 -0.866
C 0.817 2.404 -1.291
C 1.375 1.485 -2.365
N 1.279 0.062 -1.862
C 0.618 1.661 -3.711
H -1.284 4.158 -5.048
H -1.370 2.549 -5.409
H -0.004 3.407 -5.758
H 0.499 3.812 -3.492
H -2.051 2.201 -2.993
H -1.775 3.862 -2.517
H -1.010 3.110 -0.499
H -1.794 0.642 -1.637
H -1.988 1.284 -0.170
H 1.206 2.094 -0.319
H 1.172 3.429 -1.415
H 2.428 1.711 -2.525
H 2.225 -0.285 -1.720
H 0.878 -0.542 -2.578
H -0.094 0.840 -3.862
H 1.326 1.622 -4.539
```

For the highest occupied orbital energy, the calculation gives -22.09 eV. The spin multiplicity is 1. As for the charge: +4. Its HOMO-LUMO gap is 10.071 eV.


6.
This record from the OMol25 dataset describes an isolated molecule of C26H22F2O5 in a non-equilibrium geometry. The level of theory is wB97M-V/def2-TZVPD.

Structure (XYZ):
```
55
Properties=species:S:1:pos:R:3
C -5.538 -1.343 -1.358
O -4.407 -2.223 -1.176
C -3.424 -1.912 -0.275
C -2.316 -2.804 -0.229
C -1.124 -2.403 0.380
C -1.002 -1.083 0.924
C 0.349 -0.351 1.012
C 0.726 -0.023 -0.593
C -0.534 0.551 -1.232
C -1.287 -0.197 -2.144
C -2.511 0.289 -2.635
C -2.745 1.679 -2.532
C -2.052 2.404 -1.566
F -2.555 3.637 -1.177
C -0.896 1.872 -0.961
C 2.011 0.565 -1.059
C 3.164 -0.246 -0.939
C 4.321 0.079 -1.620
C 4.393 1.204 -2.447
C 3.258 1.993 -2.524
F 3.314 3.131 -3.289
C 2.082 1.739 -1.824
C 0.194 0.721 2.083
O -0.428 1.722 1.925
O 0.741 0.432 3.392
C 2.096 -0.072 3.304
C 2.866 0.891 2.416
C 2.799 -0.313 4.642
O 2.042 -1.366 2.698
C 1.389 -1.437 1.471
O 1.624 -2.470 0.861
C -2.228 -0.385 1.166
C -3.412 -0.750 0.519
H -6.139 -1.772 -2.168
H -6.158 -1.290 -0.445
H -5.225 -0.326 -1.646
H -2.386 -3.750 -0.780
H -0.302 -3.125 0.437
H 0.763 -1.160 -0.852
H -0.884 -1.171 -2.434
H -3.193 -0.447 -3.134
H -3.535 2.147 -3.167
H -0.335 2.512 -0.295
H 3.099 -1.160 -0.334
H 5.185 -0.559 -1.494
H 5.320 1.494 -2.936
H 1.253 2.439 -1.881
H 2.318 1.056 1.473
H 2.987 1.841 2.948
H 3.847 0.468 2.211
H 2.296 -1.061 5.264
H 3.798 -0.693 4.394
H 2.944 0.609 5.217
H -2.287 0.494 1.825
H -4.278 -0.080 0.584
```

For the highest occupied orbital energy, the calculation gives -8.37 eV. The spin multiplicity is 1. Its SMILES is COc1ccc(C2(C(c3cccc(F)c3)c3cccc(F)c3)C(=O)OC(C)(C)OC2=O)cc1. Its HOMO-LUMO gap is 8.733 eV.


7.
This record from the OMol25 dataset describes a structure of composition C35H60N6O5S. The level of theory is wB97M-V/def2-TZVPD.

Structure (XYZ):
```
107
Properties=species:S:1:pos:R:3
C 2.896 -5.113 1.441
C 3.651 -3.785 1.387
C 3.598 -3.122 0.008
C 2.226 -2.640 -0.405
O 1.783 -1.558 0.437
C 0.527 -1.735 0.946
C -0.602 -1.645 0.055
O -0.320 -1.328 -1.249
C -0.274 0.096 -1.482
C 1.119 0.560 -1.905
N 1.371 1.967 -1.558
C 1.876 2.132 -0.181
C 3.041 3.124 -0.115
C 4.162 2.782 -1.100
O 3.511 3.205 1.231
C -1.884 -1.840 0.437
C -2.972 -1.689 -0.597
C -4.372 -1.380 -0.093
N -4.410 -0.197 0.804
C -3.823 0.997 0.181
C -3.670 2.122 1.210
C -5.753 0.022 1.192
C -6.336 -0.972 2.168
O -6.400 0.974 0.812
C -2.069 -2.173 1.808
N -3.220 -2.490 2.409
S -2.889 -2.754 3.950
N -1.309 -2.510 3.969
C -0.961 -2.206 2.719
C 0.365 -1.962 2.269
O 1.390 -1.988 3.148
C 2.234 -0.820 3.152
C 2.436 -0.270 4.555
C 3.271 1.005 4.410
C 1.074 -0.096 5.304
C 0.899 -1.159 6.409
C 0.854 1.305 5.880
H 3.228 -5.776 0.640
H 3.108 -5.614 2.385
H 1.818 -4.972 1.385
H 4.696 -3.976 1.636
H 3.233 -3.102 2.124
H 4.320 -2.303 -0.031
H 3.913 -3.857 -0.739
H 2.263 -2.277 -1.433
H 1.511 -3.462 -0.366
H -0.593 0.633 -0.588
H -0.974 0.290 -2.297
H 1.227 0.456 -2.987
H 1.865 -0.072 -1.435
H 0.477 2.446 -1.585
H 2.219 1.176 0.226
H 1.095 2.509 0.485
H 2.648 4.117 -0.331
H 4.397 3.646 -1.718
H 3.867 1.987 -1.783
H 5.066 2.478 -0.573
H 4.028 2.413 1.410
H -2.686 -0.860 -1.241
H -2.978 -2.575 -1.235
H -5.005 -1.197 -0.972
H -4.789 -2.234 0.432
H -4.420 1.337 -0.665
H -2.837 0.764 -0.205
H -3.568 1.666 2.197
H -2.746 2.674 1.043
H -4.521 2.795 1.216
H -6.218 -0.588 3.179
H -5.898 -1.960 2.080
H -7.403 -1.042 1.957
H 1.790 -0.045 2.524
H 3.202 -1.111 2.739
H 3.035 -0.978 5.132
H 3.546 1.414 5.378
H 2.748 1.762 3.826
H 4.197 0.761 3.884
H 0.297 -0.239 4.552
H 0.607 -0.692 7.349
H 1.796 -1.756 6.558
H 0.099 -1.846 6.135
H -0.060 1.304 6.476
H 1.665 1.624 6.534
H 0.708 2.048 5.096
C -6.667 0.795 -4.327
C -5.774 1.482 -5.354
C -4.300 1.083 -5.215
C -3.748 1.492 -3.926
N -3.341 1.788 -2.894
H -6.390 1.073 -3.309
H -7.709 1.079 -4.475
H -6.600 -0.291 -4.414
H -5.868 2.565 -5.261
H -6.101 1.220 -6.361
H -3.705 1.540 -6.008
H -4.191 0.002 -5.316
C 2.975 1.264 -4.992
C 3.869 1.693 -6.151
C 5.233 2.209 -5.680
C 5.100 3.411 -4.860
N 4.966 4.325 -4.180
H 2.754 2.100 -4.325
H 2.027 0.875 -5.365
H 3.451 0.478 -4.401
H 3.370 2.465 -6.738
H 4.038 0.846 -6.818
H 5.873 2.438 -6.533
H 5.743 1.441 -5.095
```

For the highest occupied orbital energy, the calculation gives -8.38 eV. The spin multiplicity is 1. Its HOMO-LUMO gap is 8.159 eV.


8.
This record from the OMol25 dataset describes an isolated molecule of C4H7NO. The level of theory is wB97M-V/def2-TZVPD.

Structure (XYZ):
```
13
Properties=species:S:1:pos:R:3
C 1.708 0.248 0.475
C 0.197 0.179 0.410
N -0.646 0.864 -0.613
C -1.592 -0.280 -0.637
C -0.387 -1.089 -0.205
O 0.078 -2.153 -0.500
H 2.090 1.247 0.701
H 2.171 -0.126 -0.443
H 2.017 -0.420 1.291
H -0.226 0.338 1.415
H -1.065 1.736 -0.308
H -2.087 -0.531 -1.576
H -2.322 -0.256 0.189
```

For the highest occupied orbital energy, the calculation gives -9.67 eV. The spin multiplicity is 1. Its SMILES is C[C@H]1NCC1=O. Its HOMO-LUMO gap is 10.415 eV.